Record 1
Density functional theory data (wB97M-V/def2-TZVPD) for 11 unconnected molecules or ions with the total composition C37H74O15.

Last column: Mulliken charge in e.
Cartesian coordinates (Å):
C (3.51066, 1.22253, -0.70640)  -0.090
C (4.23546, 1.31708, 0.70924)  0.970
O (4.96340, 0.12728, 0.97684)  -0.356
C (5.28864, -0.11666, 2.34044)  0.712
C (6.06406, -1.45090, 2.54051)  -1.066
O (4.94599, 0.63373, 3.17789)  -0.425
H (3.26577, 2.31529, -0.83391)  0.115
H (2.80143, 0.70365, -0.74643)  -0.568
H (4.28693, 0.92267, -1.53083)  0.258
H (4.99774, 2.09914, 0.59513)  0.386
H (3.51618, 1.30776, 1.45768)  -0.942
H (5.55935, -2.13791, 1.89210)  0.254
H (5.91270, -1.74289, 3.59490)  0.337
H (7.20624, -1.51457, 2.67887)  0.321
C (-3.47361, -1.44672, -4.55139)  -0.300
C (-4.44721, -2.17450, -3.70344)  -0.464
O (-3.87740, -2.85398, -2.66044)  -0.096
C (-4.57959, -3.73868, -1.97112)  0.320
C (-3.82720, -4.63306, -0.97305)  0.044
O (-5.84449, -3.79269, -1.97951)  -0.633
H (-4.00922, -0.86948, -5.37082)  0.379
H (-2.75332, -2.07375, -5.17711)  0.195
H (-2.90574, -0.85388, -3.84159)  -0.230
H (-5.14871, -1.44020, -3.23134)  0.270
H (-5.02273, -2.82094, -4.38535)  0.358
H (-2.83900, -4.64062, -1.47582)  -0.117
H (-4.28050, -5.68115, -0.85334)  0.314
H (-3.85275, -4.17680, 0.04831)  -0.019
C (0.90713, -7.59780, -6.38711)  -1.316
C (0.49093, -6.23334, -6.06863)  -0.162
O (0.85647, -5.91039, -4.72542)  -0.305
C (0.26748, -4.79813, -4.12276)  0.086
C (0.60094, -4.58897, -2.79248)  0.250
O (-0.63957, -4.13536, -4.75897)  -0.648
H (1.92149, -7.62453, -6.21832)  0.326
H (0.85684, -8.09611, -7.36126)  0.424
H (0.35694, -8.48142, -6.00789)  0.318
H (0.95528, -5.66049, -6.83939)  0.282
H (-0.52794, -6.03596, -6.28896)  0.343
H (0.38116, -3.54415, -2.64124)  -0.026
H (1.66191, -5.06369, -2.61867)  0.303
H (-0.24365, -5.07605, -2.28927)  0.087
C (0.50447, 6.87229, 5.45957)  -1.156
C (-0.51104, 7.00162, 4.22865)  -0.326
O (-0.76802, 5.63245, 3.85287)  -0.275
C (-1.32890, 5.43000, 2.69185)  0.617
C (-1.58134, 4.02173, 2.28450)  -0.719
O (-1.90534, 6.33247, 2.06054)  -0.641
H (0.56136, 7.89704, 5.98227)  0.352
H (1.43179, 6.39850, 5.36637)  0.249
H (-0.04127, 6.39531, 6.17203)  0.415
H (-1.40412, 7.43176, 4.59398)  0.357
H (0.03872, 7.36325, 3.45583)  0.361
H (-2.16519, 3.94589, 1.39917)  0.413
H (-2.09818, 3.57085, 3.07299)  0.541
H (-0.67115, 3.30953, 1.78630)  -0.181
C (-3.42818, -1.58131, 4.95039)  -1.065
C (-3.53911, -1.58489, 3.42046)  0.636
C (-2.83241, -0.51073, 2.55916)  -0.373
O (-4.11277, -2.67480, 2.88173)  -0.583
H (-3.49999, -0.57124, 5.24078)  0.395
H (-2.53325, -1.93866, 5.27238)  0.327
H (-4.40624, -2.17298, 5.29630)  0.258
H (-1.87195, 0.02371, 2.95470)  0.114
H (-3.54920, 0.43847, 2.38102)  0.356
H (-2.46116, -0.83494, 1.60558)  -0.015
C (3.56227, 4.17530, 4.73723)  -1.222
C (3.02736, 2.75909, 4.81560)  0.779
C (2.12705, 2.25498, 3.72814)  1.727
O (3.53168, 1.93716, 5.73645)  -0.651
H (2.72615, 4.71914, 4.63661)  0.095
H (4.31335, 4.38038, 4.07429)  0.380
H (4.00012, 4.29406, 5.70735)  0.426
H (2.70569, 1.75538, 3.07919)  -1.847
H (1.41756, 2.91584, 3.11667)  -0.130
H (1.51082, 1.44089, 4.00763)  0.559
C (-3.21900, 3.03444, -3.78577)  -1.133
C (-1.75815, 3.01852, -4.24851)  0.716
C (-1.64265, 2.46227, -5.71162)  -1.041
O (-0.64540, 3.37152, -3.59171)  -0.470
H (-3.93229, 3.53860, -4.31737)  0.451
H (-3.15758, 3.64401, -2.92060)  0.320
H (-3.38404, 2.06820, -3.58933)  0.263
H (-0.38889, 2.33879, -5.72232)  0.227
H (-1.96292, 3.42140, -6.37771)  0.303
H (-2.02405, 1.58760, -5.93423)  0.428
C (2.15465, -2.73682, 1.06529)  -1.112
C (2.21508, -1.82570, 2.15879)  0.898
C (1.38902, -0.48788, 2.19024)  1.592
O (2.67336, -2.17237, 3.30052)  -0.683
H (1.68705, -2.43925, 0.22861)  0.492
H (1.69558, -3.86491, 1.30260)  -0.274
H (3.08625, -2.81966, 0.75242)  0.599
H (1.87785, 0.25377, 2.70464)  -1.212
H (0.36657, -0.75844, 2.52973)  0.372
H (1.27386, -0.08711, 1.20989)  -0.779
C (-1.26028, -3.78196, 1.28418)  0.274
C (-1.39622, -5.37676, 1.23518)  0.596
C (-0.05596, -6.10120, 0.86418)  -0.973
O (-2.49973, -6.02094, 1.51605)  -0.624
H (-0.77309, -3.50212, 0.26767)  -0.039
H (-0.48000, -3.80254, 1.97864)  0.532
H (-2.22322, -3.27301, 1.51705)  -0.439
H (-0.57057, -7.14838, 0.72626)  0.356
H (0.58821, -6.33900, 1.71684)  0.407
H (0.71780, -5.44461, 0.23159)  -0.030
C (2.76430, 5.79957, -1.90188)  -1.092
C (1.61689, 5.24290, -0.83404)  0.597
C (0.23708, 5.43726, -1.18102)  -0.663
O (2.00476, 4.81865, 0.44630)  -0.507
H (2.89493, 6.90420, -1.83666)  0.328
H (2.40349, 5.22697, -2.80062)  0.327
H (3.71321, 5.32193, -1.75853)  0.331
H (0.10213, 5.29641, -2.20158)  0.433
H (-0.18444, 6.44336, -0.64554)  0.257
H (-0.36255, 4.63917, -0.85712)  0.021
C (-1.45121, -0.41600, -1.81340)  -1.001
C (-0.40565, -0.04230, -0.74987)  0.813
C (-0.32257, 1.26688, -0.01770)  -0.218
O (0.51605, -0.95035, -0.31855)  -0.556
H (-1.56095, 0.34460, -2.52249)  0.178
H (-2.49749, -0.36414, -1.29524)  0.290
H (-1.14509, -1.35160, -2.11299)  0.225
H (-0.10436, 2.07533, -0.80839)  -0.070
H (0.42073, 1.48237, 0.75141)  -0.247
H (-1.27856, 1.59743, 0.36849)  0.473

net charge: 0
SMILES: CCOC(C)=O.CCOC(C)=O.CCOC(C)=O.CCOC(C)=O.CC(C)=O.CC(C)=O.CC(C)=O.CC(C)=O.CC(C)=O.CC(C)=O.CC(C)=O
LUMO energy: -0.1 eV
M: 758.98 u
total energy: -2582.158485 Ha
ΔE to the lowest compared entry with this formula, charge and spin: 39.3 kcal per mole


Record 2
Density functional theory data (wB97M-V/def2-TZVPD) for 3 unconnected molecules or ions with the total composition C37H75N4O4.

Last column: Mulliken spin population.
Cartesian coordinates (Å):
C (0.02951, -4.32209, -1.04393)  0.002
C (-0.23002, -2.82920, -1.13010)  -0.001
C (-1.72217, -2.54624, -1.28061)  0.001
C (0.40029, -1.97037, 0.00056)  0.002
C (1.51075, -2.69197, 0.73822)  -0.002
C (0.83985, -0.64446, -0.65775)  -0.001
O (0.74438, 0.53381, 0.11299)  0.000
C (1.79007, 0.92676, 1.01955)  -0.032
C (3.17738, 0.40015, 0.64245)  0.016
C (4.41316, 1.07545, 1.23363)  -0.004
C (4.76119, 0.68300, 2.67193)  0.007
C (4.99062, -0.81801, 2.89857)  -0.001
N (5.72977, -1.53341, 1.86116)  0.000
C (1.76341, 2.48095, 0.93987)  0.014
C (1.71609, 3.32260, 2.23830)  -0.030
C (0.72698, 4.49075, 2.00300)  0.066
C (3.02545, 4.02903, 2.57671)  -0.001
N (1.23481, 2.59779, 3.44136)  0.388
O (2.06604, 2.47479, 4.40793)  0.521
C (0.43876, 1.38675, 3.15711)  0.005
C (-0.87744, 1.66020, 2.45379)  0.026
C (0.08989, 0.73926, 4.51212)  0.004
C (1.36609, 0.42138, 2.41470)  0.041
H (-0.39427, -4.80751, -1.91651)  0.001
H (1.08649, -4.56090, -1.06080)  0.001
H (-0.36460, -4.77270, -0.13861)  0.000
H (0.23099, -2.49898, -2.06226)  0.000
H (-2.13039, -3.29411, -1.95332)  0.000
H (-1.86520, -1.58710, -1.76804)  0.000
H (-2.25653, -2.61860, -0.33940)  0.000
H (-0.40972, -1.71943, 0.68238)  0.000
H (2.31047, -2.97740, 0.05783)  0.000
H (1.92853, -2.11202, 1.54783)  0.001
H (1.14887, -3.60398, 1.19858)  0.000
H (0.11538, -0.49527, -1.45198)  0.000
H (1.78447, -0.79546, -1.18330)  0.000
H (3.27788, -0.65939, 0.83087)  -0.003
H (3.26155, 0.49276, -0.44091)  -0.001
H (4.43622, 2.15008, 1.12123)  0.001
H (5.24769, 0.71475, 0.64141)  -0.001
H (5.71084, 1.17453, 2.88316)  -0.001
H (4.05113, 1.09640, 3.38207)  -0.002
H (4.06104, -1.35435, 3.05991)  0.000
H (5.56941, -0.91444, 3.81225)  0.000
H (6.46923, -0.97200, 1.45854)  0.000
H (5.13335, -1.85208, 1.10977)  0.000
H (2.58077, 2.84320, 0.33123)  -0.003
H (0.87975, 2.72421, 0.36919)  0.004
H (1.12666, 5.21291, 1.30132)  0.005
H (-0.20351, 4.11087, 1.59452)  -0.010
H (0.46776, 4.94783, 2.94948)  -0.008
H (3.83265, 3.35113, 2.80659)  0.010
H (2.87611, 4.75808, 3.35748)  0.001
H (3.30910, 4.58140, 1.68236)  -0.001
H (-0.76430, 2.06025, 1.45889)  0.001
H (-1.47267, 0.75658, 2.42676)  0.000
H (-1.42960, 2.39377, 3.03847)  -0.011
H (0.93293, 0.19867, 4.91836)  0.001
H (-0.73120, 0.05130, 4.35938)  0.000
H (-0.21999, 1.51860, 5.19697)  -0.001
H (0.83291, -0.51630, 2.32319)  0.003
H (2.21656, 0.24995, 3.06444)  -0.003
C (-6.56377, 5.33038, 5.07228)  0.019
C (-6.73977, 5.34667, 3.53669)  0.016
C (-6.97111, 3.92331, 3.02440)  0.028
C (-5.70964, 3.06001, 3.03654)  -0.022
C (-4.56433, 3.75868, 2.30434)  0.027
C (-4.29538, 5.17473, 2.81186)  -0.002
N (-5.55574, 5.97093, 2.87461)  0.361
O (-5.87546, 6.38327, 1.69156)  0.564
C (-3.61258, 5.11471, 4.19240)  0.029
C (-3.28280, 5.85858, 1.89810)  -0.018
C (-7.98645, 6.18570, 3.27335)  -0.004
H (-6.03003, 6.21692, 5.41580)  -0.012
H (-7.53544, 5.32941, 5.56526)  0.001
H (-6.04129, 4.44858, 5.43871)  0.001
H (-7.35437, 3.96608, 1.99986)  0.005
H (-7.75082, 3.45075, 3.62584)  0.000
H (-5.41716, 2.81958, 4.06246)  0.000
H (-5.91930, 2.10481, 2.55103)  0.002
H (-3.65095, 3.16696, 2.39524)  0.009
H (-4.80424, 3.79230, 1.23666)  0.001
H (-3.52685, 6.11213, 4.62554)  -0.016
H (-2.60393, 4.71246, 4.08844)  0.005
H (-4.11940, 4.47275, 4.90831)  0.002
H (-3.60624, 5.86953, 0.85891)  0.001
H (-2.33624, 5.31954, 1.94017)  0.006
H (-3.10250, 6.88765, 2.21277)  -0.004
H (-7.84303, 7.21518, 3.60581)  -0.003
H (-8.82805, 5.76451, 3.82222)  0.000
H (-8.26003, 6.20033, 2.22018)  0.001
C (3.50339, -4.00136, -6.86299)  0.009
C (2.69341, -4.43923, -5.62154)  0.038
C (3.34068, -5.67065, -4.98488)  0.025
C (3.12168, -6.95533, -5.78260)  -0.022
C (1.63674, -7.16938, -6.07294)  0.023
C (0.96857, -5.96223, -6.73262)  0.018
N (1.26869, -4.70531, -5.98437)  0.369
O (0.52799, -4.63163, -4.92806)  0.545
C (1.42123, -5.84757, -8.20093)  0.006
C (-0.53922, -6.18718, -6.79218)  -0.004
C (2.77087, -3.26952, -4.64405)  -0.022
H (2.89183, -3.40523, -7.54079)  -0.009
H (4.34912, -3.38230, -6.56509)  0.001
H (3.92487, -4.83555, -7.42065)  0.001
H (2.93377, -5.81236, -3.97816)  0.004
H (4.41035, -5.48702, -4.86219)  -0.001
H (3.69431, -6.93379, -6.71383)  -0.001
H (3.50439, -7.80426, -5.21282)  0.001
H (1.50564, -8.04397, -6.71339)  0.000
H (1.12545, -7.39573, -5.13173)  0.006
H (1.05397, -4.92286, -8.64789)  -0.007
H (1.01429, -6.67758, -8.77855)  0.001
H (2.49901, -5.88839, -8.33478)  0.001
H (-0.96561, -6.38686, -5.81100)  0.001
H (-0.75156, -7.05030, -7.42231)  0.000
H (-1.04836, -5.32141, -7.21832)  0.000
H (2.29375, -2.37974, -5.05893)  -0.002
H (3.81573, -3.03410, -4.44409)  0.000
H (2.30029, -3.49773, -3.68861)  0.014

net charge: 0
LUMO energy (spin up / spin down): 0.6 / 0.2 eV
M: 640.03 u
total energy: -1974.567896 Ha
expectation value of S²: 3.76
spin multiplicity: 4